C33H53N2OP2PbS as an isolated structure in a non-equilibrium geometry. Source: the Open Molecules 2025 dataset; level of theory: the ωB97M-V functional and the def2-TZVPD basis.

Last column: Löwdin charge in e.
CARTESIAN COORDINATES (ANGSTROEM)
C (-1.71096, -1.57652, -1.65353)  -0.33
C (0.56523, -1.79484, -1.52834)  -0.26
C (-1.77672, -2.44905, -2.74299)  0.02
C (0.56345, -2.88182, -2.42646)  0.02
C (-0.64259, -3.20208, -3.06836)  0.01
H (-2.69747, -2.46258, -3.31486)  0.13
H (1.46632, -3.48378, -2.54345)  0.13
H (-0.71140, -3.98453, -3.82538)  0.14
N (-0.59595, -1.47047, -0.92290)  0.01
P (-2.99622, -0.16638, 0.41264)  1.04
P (2.97800, -0.58151, 0.11281)  1.38
C (-2.80188, -0.56397, -1.37058)  -0.25
H (-2.54164, 0.37196, -1.90264)  0.10
H (-3.73332, -0.93051, -1.81969)  0.09
C (1.66377, -0.76285, -1.36159)  -0.26
H (2.40410, -0.89552, -2.16789)  0.08
C (4.36276, 0.23484, -0.99903)  -0.60
C (3.45957, -1.59775, 1.58907)  -0.69
C (-3.90455, 1.48980, 0.38272)  -0.69
C (-4.00747, -1.69283, 0.92855)  -0.66
C (4.35749, 1.72343, -0.60646)  -0.07
H (4.53985, 1.87040, 0.46631)  0.09
H (5.15767, 2.23166, -1.16596)  0.11
H (3.40706, 2.20975, -0.85778)  0.07
C (5.71392, -0.41933, -0.69197)  -0.08
H (6.01588, -0.35206, 0.35819)  0.07
H (5.73037, -1.47196, -1.00478)  0.09
H (6.47692, 0.10951, -1.28215)  0.12
C (4.20222, 0.15317, -2.53963)  -0.06
H (4.99255, 0.76291, -2.99980)  0.12
H (4.31828, -0.87227, -2.91913)  0.11
H (3.26718, 0.57958, -2.91935)  0.06
C (4.29484, -0.65780, 2.47318)  -0.06
H (3.69150, 0.20524, 2.78726)  0.09
H (4.61107, -1.19850, 3.37382)  0.12
H (5.19195, -0.27373, 1.97761)  0.07
C (2.23069, -2.06535, 2.38943)  -0.12
H (1.68846, -1.22261, 2.84281)  0.02
H (1.53983, -2.65320, 1.77236)  0.08
H (2.57658, -2.70351, 3.21485)  0.12
C (4.22211, -2.83050, 1.10050)  -0.06
H (5.16953, -2.58589, 0.61293)  0.07
H (4.44452, -3.46759, 1.96727)  0.12
H (3.60856, -3.41135, 0.40044)  0.10
C (-4.73712, -1.37688, 2.24299)  -0.08
H (-5.23805, -2.29924, 2.57536)  0.11
H (-4.04810, -1.05947, 3.03946)  0.07
H (-5.51372, -0.60958, 2.10578)  0.08
C (-2.99797, -2.83997, 1.14135)  -0.08
H (-2.44085, -3.06795, 0.22298)  0.07
H (-2.28236, -2.62359, 1.95110)  0.03
H (-3.57029, -3.73878, 1.41832)  0.11
C (-5.02857, -2.14168, -0.13083)  -0.06
H (-5.63642, -2.94007, 0.32369)  0.11
H (-5.70892, -1.33447, -0.43667)  0.08
H (-4.54783, -2.57397, -1.01971)  0.08
C (-3.05001, 2.51469, -0.39981)  -0.08
H (-3.11272, 2.35721, -1.48564)  0.08
H (-3.45000, 3.51878, -0.18855)  0.11
H (-1.98900, 2.50412, -0.09642)  0.06
C (-4.06462, 1.98741, 1.83146)  -0.08
H (-3.08733, 2.16610, 2.30499)  0.03
H (-4.60950, 2.94280, 1.79984)  0.11
H (-4.63725, 1.28833, 2.45435)  0.07
C (-5.28258, 1.33046, -0.27620)  -0.07
H (-5.21443, 0.95283, -1.30667)  0.09
H (-5.95211, 0.68236, 0.30710)  0.08
H (-5.74687, 2.32815, -0.31631)  0.11
Pb (-0.31388, -0.00694, 1.25962)  1.12
C (-1.26059, -1.47807, 3.82256)  -0.03
O (-1.60513, -1.96991, 4.79445)  0.12
N (0.98190, 1.16980, -0.14685)  0.00
C (1.14098, 0.60570, -1.30672)  -0.42
C (1.01646, 1.47971, -2.52171)  -0.19
C (0.76158, 2.85278, -2.34445)  -0.02
C (1.01671, 0.91168, -3.80865)  -0.02
C (0.62365, 3.68336, -3.45685)  -0.02
H (0.62565, 3.23427, -1.32995)  0.12
C (0.89948, 1.74762, -4.92109)  -0.02
H (1.07158, -0.18023, -3.90603)  0.13
C (0.71491, 3.12777, -4.74488)  -0.01
H (0.43785, 4.75060, -3.33169)  0.13
H (0.95271, 1.29735, -5.91467)  0.13
H (0.63363, 3.77359, -5.62138)  0.13
C (-0.36721, 1.72769, 4.81457)  -0.34
S (-0.49195, 2.30190, 3.12195)  0.70
C (1.11689, 3.08700, 2.90008)  -0.36
H (-0.68333, 0.68304, 4.89489)  0.00
H (-1.03837, 2.35286, 5.41108)  0.06
H (0.65331, 1.83906, 5.18433)  0.06
H (0.92689, 4.16484, 2.83298)  0.06
H (1.76245, 2.88275, 3.75939)  0.05
H (1.57839, 2.73459, 1.96900)  0.01

Summary:
HOMO (alpha / beta): -16.409 / -16.285 eV
net charge: +3
ΔE to the lowest compared entry with this formula, charge and spin: 30.76 kcal per mole
E_LUMO (alpha / beta): -10.50 / -10.51 eV
Kohn-Sham gap (alpha / beta): 5.9062 / 5.7758 eV